Record 1
C4H8N2O2 | the ωB97M-V functional and the def2-TZVPD basis

The geometry in XYZ format:
```
16
Properties=species:S:1:pos:R:3
C -1.2573 -1.3382 -0.2507
C -1.3479 1.1409 0.2905
N 1.4274 1.1650 -0.3323
C 1.5299 -0.0300 0.3693
C -0.4849 -0.0705 -0.0089
O 2.6576 -0.6853 0.6353
N 0.5736 0.0855 -0.9944
O 0.4888 -0.2906 1.1666
H 3.3531 -0.4444 0.0095
H 2.2107 1.3177 -0.9608
H -2.0335 1.2914 -0.5427
H -2.3398 -1.2283 -0.1852
H -1.0206 -2.1529 0.4323
H -1.1016 -1.7641 -1.2436
H -1.9216 0.9743 1.2007
H -0.7341 2.0294 0.4142
```

Computed properties:
- Relative energy (zero: lowest compared OMol25 entry of this formula, charge and spin): 408.6 kJ/mol
- Charge: 0

How positive or negative is each atom? The natural (NBO) charges in e answer that: -0.65, -0.65, -0.54, 0.79, 0.38, -0.64, -0.40, -0.52, 0.49, 0.36, 0.22, 0.22, 0.24, 0.24, 0.22, 0.24

Record 2
AlH6O3 | the ωB97M-V functional and the def2-TZVPD basis

The geometry in XYZ format:
```
10
Properties=species:S:1:pos:R:3
Al -1.7125 1.3914 -2.4515
O -4.0910 -2.5375 0.3160
H -5.0233 -2.5510 0.5327
H -3.8009 -3.4401 0.4477
O 2.5514 4.0234 -0.3777
H 3.4246 3.6783 -0.1913
H 2.4359 4.7361 0.2508
O 1.8316 -1.5434 0.2793
H 1.6079 -2.1043 1.0220
H 2.7764 -1.6528 0.1719
```

Computed properties:
- Relative energy (zero: lowest compared OMol25 entry of this formula, charge and spin): 405.8 kJ/mol
- Charge: +3

How positive or negative is each atom? The natural (NBO) charges in e answer that: 1.20, -0.43, 0.52, 0.52, -0.43, 0.52, 0.52, -0.46, 0.52, 0.52

Record 3
C5H7NO3 | the ωB97M-V functional and the def2-TZVPD basis

The geometry in XYZ format:
```
16
Properties=species:S:1:pos:R:3
C 1.9852 1.5609 -0.0073
C -1.2515 0.3862 -0.1645
C -0.1967 -0.6434 -0.6189
N -1.8730 0.9229 -1.2297
C 0.3463 -1.5986 0.3416
C -0.0926 -1.7725 1.5867
O 2.3646 0.5888 0.5651
O -1.4841 0.6920 0.9864
O 0.1538 -0.6187 -1.7856
H -2.5892 1.6197 -1.1109
H -1.5771 0.6450 -2.1531
H 1.2378 2.2437 0.4173
H 2.3648 1.8585 -0.9998
H 1.1645 -2.1898 -0.0536
H -0.9132 -1.1936 1.9887
H 0.3603 -2.5012 2.2376
```

Computed properties:
- Relative energy (zero: lowest compared OMol25 entry of this formula, charge and spin): 234.8 kJ/mol
- Charge: 0

How positive or negative is each atom? The natural (NBO) charges in e answer that: 0.28, 0.57, 0.46, -0.80, -0.32, -0.25, -0.49, -0.60, -0.54, 0.41, 0.42, 0.11, 0.11, 0.23, 0.23, 0.20

Record 4
C21H24NO5S | the ωB97M-V functional and the def2-TZVPD basis

The geometry in XYZ format:
```
52
Properties=species:S:1:pos:R:3
C 2.3626 1.6978 3.2889
C 1.5289 0.4726 3.0389
O 0.2987 0.9340 2.4542
C -0.6274 -0.0412 2.2879
C -1.7754 0.4668 1.4983
C -1.9652 1.9134 1.3843
C -2.5219 -0.5285 0.7563
C -3.9138 -0.1679 0.2623
O -2.0440 -1.6436 0.5357
O -0.5033 -1.1435 2.7994
H 3.3184 1.4028 3.7209
H 2.5525 2.2428 2.3598
H 1.8637 2.3806 3.9835
H 2.0240 -0.2071 2.3324
H 1.3182 -0.0561 3.9758
H -1.0539 2.4091 1.7436
H -2.1531 2.2124 0.3406
H -2.8239 2.2592 1.9838
H -4.0820 0.9088 0.1527
H -4.0760 -0.6498 -0.7067
H -4.6542 -0.5815 0.9620
C -11.2782 1.9477 3.3737
C -9.9593 1.2547 3.5659
C -9.7058 0.5954 4.7721
C -8.5062 -0.0793 4.9775
C -7.5386 -0.0910 3.9669
S -6.0691 -1.0885 4.1792
N -4.8798 0.0267 4.7000
C -3.6520 -0.3422 4.8611
C -2.6867 0.5608 5.4870
C -1.3349 0.2293 5.7340
C -0.4988 1.1313 6.3938
C -0.9726 2.3930 6.7816
C -2.3064 2.7379 6.5167
C -3.1554 1.8236 5.8858
O -6.3540 -2.0095 5.2513
O -5.7030 -1.5790 2.8708
C -7.7765 0.5646 2.7539
C -8.9820 1.2385 2.5624
H -11.3309 2.4250 2.3915
H -12.1174 1.2431 3.4585
H -11.4368 2.7249 4.1330
H -10.4704 0.6064 5.5502
H -8.3251 -0.6011 5.9140
H -3.2629 -1.3271 4.5741
H -0.9708 -0.7426 5.4083
H 0.5322 0.8517 6.6122
H -0.3063 3.1014 7.2790
H -2.6953 3.7166 6.8029
H -4.2040 2.0534 5.6916
H -7.0252 0.5417 1.9675
H -9.1846 1.7505 1.6203
```

Computed properties:
- Relative energy (zero: lowest compared OMol25 entry of this formula, charge and spin): 0.0 kJ/mol
- Charge: -1

How positive or negative is each atom? The natural (NBO) charges in e answer that: -0.62, -0.07, -0.56, 0.76, -0.46, -0.62, 0.51, -0.71, -0.67, -0.70, 0.19, 0.20, 0.20, 0.18, 0.18, 0.22, 0.18, 0.17, 0.19, 0.20, 0.24, -0.63, 0.00, -0.23, -0.16, -0.36, 2.27, -0.72, 0.18, -0.05, -0.18, -0.23, -0.19, -0.23, -0.17, -0.94, -0.92, -0.11, -0.23, 0.21, 0.22, 0.22, 0.21, 0.24, 0.21, 0.25, 0.21, 0.21, 0.21, 0.23, 0.24, 0.21

Record 5
C25H33ClI2N6OP | the ωB97M-V functional and the def2-TZVPD basis

The geometry in XYZ format:
```
69
Properties=species:S:1:pos:R:3
C 2.7107 -0.3292 1.1771
C 2.7909 -0.5017 -0.3301
I 4.7335 -0.6633 -1.1518
C 1.6878 -0.5289 -1.0875
I 1.8697 -0.7221 -3.2114
C 0.2391 -0.4551 -0.5871
C -0.0194 -1.6386 0.3949
C -0.8147 -1.2981 1.6710
N -0.5427 0.1040 2.0754
C -0.9470 0.9109 1.0540
N -2.0084 1.6760 1.0790
C -2.9006 1.7676 2.2437
C -3.9199 2.9261 2.0063
C -5.3382 2.4456 1.6240
C -5.3936 1.3272 0.5654
N -5.3795 -0.0229 1.1364
C -4.4970 -1.0045 0.8501
C -4.8169 -2.0912 1.6176
C -5.9520 -1.7283 2.3935
C -6.2592 -0.4372 2.0820
N -0.2228 0.8940 -0.1236
P 0.9031 2.2221 -0.3180
O 1.0792 2.8278 1.1988
Cl -0.2384 3.6864 -1.2642
H 1.8539 0.2495 1.5187
H 2.7903 -1.3183 1.6421
H 3.5996 0.2290 1.4905
H -0.3607 -0.6844 -1.4723
H -0.5808 -2.4221 -0.1247
H 0.9089 -2.1219 0.6964
H -0.4630 -1.9479 2.4779
H -1.8852 -1.5152 1.5732
H -0.9277 0.3538 2.9795
H -2.2147 2.2230 0.2495
H -2.3477 2.0492 3.1464
H -3.4183 0.8198 2.4229
H -3.9590 3.5548 2.8994
H -3.5823 3.5946 1.2014
H -5.9101 2.2188 2.5280
H -5.8498 3.3079 1.1775
H -4.5333 1.3777 -0.1085
H -6.3412 1.4446 0.0317
H -3.6756 -0.9584 0.1473
H -4.2851 -3.0321 1.6022
H -6.4658 -2.3624 3.1011
H -7.0624 0.1655 2.4779
H 0.2490 3.2007 1.5393
N 6.5456 4.6075 2.5018
C 5.2322 4.5207 2.3009
C 4.6209 3.4598 1.6497
C 5.4213 2.4323 1.1768
C 6.7895 2.5045 1.3739
C 7.2983 3.6091 2.0414
H 4.6470 5.3494 2.6854
H 3.5478 3.4411 1.5174
H 4.9857 1.5836 0.6604
H 7.4488 1.7234 1.0196
H 8.3629 3.7076 2.2219
N 1.0951 -3.8548 -6.7213
C 1.7755 -3.6616 -5.5928
C 2.6354 -4.5961 -5.0387
C 2.7965 -5.8065 -5.6938
C 2.0972 -6.0291 -6.8680
C 1.2642 -5.0239 -7.3375
H 1.6164 -2.7012 -5.1123
H 3.1641 -4.3810 -4.1192
H 3.4581 -6.5650 -5.2947
H 2.1945 -6.9600 -7.4094
H 0.7000 -5.1526 -8.2544
```

Computed properties:
- Charge: +1
- Electronic energy: -2772.8992 hartree

How positive or negative is each atom? The natural (NBO) charges in e answer that: -0.70, -0.15, 0.23, -0.21, 0.20, -0.10, -0.43, -0.23, -0.62, 0.76, -0.52, -0.27, -0.41, -0.42, -0.20, -0.34, -0.11, -0.29, -0.28, -0.08, -0.79, 1.34, -0.97, -0.31, 0.23, 0.24, 0.25, 0.24, 0.25, 0.24, 0.24, 0.21, 0.41, 0.45, 0.22, 0.25, 0.24, 0.21, 0.23, 0.23, 0.19, 0.23, 0.20, 0.22, 0.24, 0.23, 0.49, -0.40, 0.04, -0.27, -0.18, -0.26, 0.04, 0.19, 0.21, 0.20, 0.22, 0.20, -0.42, 0.03, -0.27, -0.17, -0.26, 0.04, 0.17, 0.22, 0.22, 0.23, 0.20

Record 6
C4H6F2O | the ωB97M-V functional and the def2-TZVPD basis

The geometry in XYZ format:
```
13
Properties=species:S:1:pos:R:3
C -2.6094 0.5641 0.1484
C -2.3978 -0.6844 0.0013
C 2.3143 -0.3257 0.0966
C 0.7400 -0.1379 -0.0789
O 0.0156 -1.1622 0.0462
F 0.5693 0.4197 -1.4043
F 0.3975 0.9917 0.6371
H -3.6033 0.8534 0.1955
H -1.9157 1.5407 0.1861
H -1.3912 -1.3181 -0.0804
H 2.6747 -0.9008 -0.7089
H 2.4693 -0.5670 1.1164
H 2.7367 0.7265 -0.1550
```

Computed properties:
- Relative energy (zero: lowest compared OMol25 entry of this formula, charge and spin): 504.8 kJ/mol
- Charge: 0

How positive or negative is each atom? The natural (NBO) charges in e answer that: -0.61, 0.22, -0.66, 0.90, -0.67, -0.43, -0.39, 0.28, 0.36, 0.34, 0.23, 0.22, 0.22